{
  "formula": "C54H99F6N18P",
  "method": "wB97M-V/def2-TZVPD",
  "e_tot_ha": -4040.3630,
  "e_homo_ev": [-15.25, -19.15],
  "charge": 7,
  "gap_ev": [2.5, 6.4],
  "multiplicity": 2,
  "e_lumo_ev": [-12.7, -12.7],
  "s2": 0.758,
  "elements": ["C", "C", "N", "C", "C", "N", "C", "C", "H", "H", "H", "H", "H", "H", "H", "H", "H", "H", "H", "C", "C", "N", "C", "C", "N", "C", "C", "H", "H", "H", "H", "H", "H", "H", "H", "H", "H", "H", "C", "C", "N", "C", "C", "N", "C", "C", "H", "H", "H", "H", "H", "H", "H", "H", "H", "H", "H", "C", "C", "N", "C", "C", "N", "C", "C", "H", "H", "H", "H", "H", "H", "H", "H", "H", "H", "H", "C", "C", "N", "C", "C", "N", "C", "C", "H", "H", "H", "H", "H", "H", "H", "H", "H", "H", "H", "C", "C", "N", "C", "C", "N", "C", "C", "H", "H", "H", "H", "H", "H", "H", "H", "H", "H", "H", "C", "C", "N", "C", "C", "N", "C", "C", "H", "H", "H", "H", "H", "H", "H", "H", "H", "H", "H", "C", "C", "N", "C", "C", "N", "C", "C", "H", "H", "H", "H", "H", "H", "H", "H", "H", "H", "H", "C", "C", "N", "C", "C", "N", "C", "C", "H", "H", "H", "H", "H", "H", "H", "H", "H", "H", "H", "P", "F", "F", "F", "F", "F", "F"],
  "coordinates": [[-1.5653, -1.5877, 4.0087], [-1.5326, -0.0542, 4.4945], [-1.7179, -0.1190, 5.9107], [-0.7764, -0.3847, 6.8924], [-1.3780, -0.1390, 8.2102], [-2.6309, 0.2922, 7.9531], [-2.7881, 0.4053, 6.5559], [-3.5840, 0.8460, 8.8807], [-1.3858, -1.7976, 2.9542], [-2.5850, -1.9678, 4.0710], [-0.8886, -2.3048, 4.4733], [-2.3048, 0.6286, 4.1403], [-0.5670, 0.4142, 4.3037], [0.2437, -0.6751, 6.6890], [-1.0249, -0.3235, 9.2140], [-3.7206, 0.7385, 6.1248], [-4.3047, 1.4786, 8.3626], [-3.0435, 1.4384, 9.6191], [-4.1374, 0.0007, 9.2899], [7.4231, -0.4771, 1.8383], [7.4125, 0.7929, 0.9634], [6.1444, 0.8845, 0.1913], [5.7387, -0.0307, -0.7982], [4.5219, 0.4061, -1.3050], [4.1279, 1.5257, -0.5986], [5.1477, 1.8551, 0.3644], [2.9059, 2.2542, -0.9355], [7.5345, -1.4121, 1.2891], [6.7670, -0.6287, 2.6954], [8.4177, -0.4440, 2.2829], [8.2097, 0.6394, 0.2361], [7.7080, 1.7373, 1.4204], [6.3961, -0.8460, -1.0619], [3.8630, -0.0823, -2.0077], [5.2392, 2.7285, 0.9931], [2.2445, 1.7952, -0.2006], [2.5681, 2.1705, -1.9685], [2.9975, 3.2993, -0.6399], [3.4225, -2.2443, 2.5955], [4.1784, -3.4473, 2.0615], [3.5005, -3.9457, 0.8847], [3.9357, -3.7745, -0.4034], [2.9629, -4.1218, -1.3604], [2.0514, -4.7426, -0.5734], [2.2842, -4.5698, 0.7543], [0.8190, -5.2470, -1.1969], [4.0614, -1.6557, 3.2538], [2.5970, -2.6695, 3.1662], [2.9019, -1.6900, 1.8146], [4.1727, -4.3063, 2.7325], [5.2213, -3.2528, 1.8109], [4.9120, -3.3490, -0.5827], [2.8200, -4.1483, -2.4306], [1.7284, -4.8782, 1.6274], [0.7342, -6.3297, -1.1033], [0.7018, -4.7022, -2.1337], [0.0747, -4.8539, -0.5044], [-4.4635, -0.6214, -3.1687], [-5.4567, -0.7749, -2.0515], [-5.1238, -0.1526, -0.7808], [-5.9512, -0.1128, 0.3128], [-5.4236, 0.6326, 1.4540], [-4.1784, 1.1460, 0.9370], [-4.1622, 0.7839, -0.4307], [-3.2669, 1.9439, 1.6806], [-4.5725, 0.4305, -3.4327], [-4.6347, -1.1634, -4.0987], [-3.4577, -0.7395, -2.7655], [-5.6827, -1.8172, -1.8266], [-6.4160, -0.3496, -2.3464], [-6.9276, -0.5601, 0.1985], [-5.7437, 0.9708, 2.4285], [-3.4144, 1.1229, -1.1324], [-2.5889, 1.3280, 2.2714], [-3.9024, 2.5844, 2.2923], [-2.6921, 2.6421, 1.0722], [2.7034, 0.9681, 3.4895], [2.5227, 2.4589, 4.0511], [3.7686, 2.8904, 4.6813], [4.4939, 4.0274, 4.4337], [5.6377, 4.0777, 5.2095], [5.6547, 2.9159, 6.0394], [4.4988, 2.1957, 5.6348], [6.5890, 2.6081, 7.1756], [3.2134, 0.9054, 2.5283], [1.7734, 0.3996, 3.4866], [3.3183, 0.3381, 4.1323], [1.7541, 2.2130, 4.7838], [2.2502, 3.0551, 3.1802], [4.2032, 4.6705, 3.6163], [6.4192, 4.8227, 5.2343], [4.1873, 1.3137, 6.1746], [7.1820, 3.4892, 7.4208], [7.3275, 2.0095, 6.6423], [6.0951, 2.1638, 8.0397], [-1.3936, -4.5680, -7.9073], [-1.3385, -3.0721, -8.0978], [-0.9097, -2.3592, -6.9120], [-1.6935, -1.9112, -5.8664], [-0.8514, -1.4986, -4.7764], [0.4687, -1.6481, -5.2029], [0.4385, -2.2068, -6.4884], [1.6736, -1.4709, -4.3394], [-1.5346, -5.0347, -8.8822], [-2.2469, -4.8173, -7.2765], [-0.5279, -5.1068, -7.5222], [-2.2849, -2.5663, -8.2888], [-0.6455, -2.8196, -8.9004], [-2.7584, -1.9529, -6.0414], [-1.1190, -1.4239, -3.7328], [1.3416, -2.4798, -7.0140], [1.4936, -1.4291, -3.2652], [2.1697, -0.5572, -4.6670], [2.2479, -2.3964, -4.3819], [-1.3555, 1.7268, -3.6063], [-1.6721, 2.4839, -4.8595], [-1.0261, 1.9442, -6.0358], [0.2517, 1.4937, -6.1498], [0.4722, 0.9422, -7.3721], [-0.6262, 1.2292, -8.1662], [-1.5380, 1.8520, -7.3151], [-0.8165, 0.9914, -9.5461], [-0.3119, 1.4227, -3.6884], [-1.9374, 0.8068, -3.5510], [-1.4072, 2.2805, -2.6689], [-1.5192, 3.5475, -5.0424], [-2.7165, 2.3403, -5.1365], [0.8791, 1.5736, -5.2744], [1.2979, 0.4689, -7.8825], [-2.4977, 2.1855, -7.6816], [-1.8837, 0.8858, -9.7412], [-0.5265, -0.0589, -9.5760], [-0.1500, 1.5865, -10.1704], [-0.2390, 3.9675, 0.8473], [0.3604, 5.4588, 0.9511], [0.4887, 6.1401, -0.2851], [-0.3412, 6.0823, -1.4401], [0.2758, 6.6512, -2.5665], [1.3413, 7.3277, -2.0263], [1.4439, 7.0615, -0.6714], [2.2086, 8.1428, -2.7886], [-0.2581, 3.6076, 1.8759], [0.4713, 3.2757, 0.3946], [-1.2075, 3.7647, 0.3901], [1.3339, 5.3436, 1.4276], [-0.3836, 6.0419, 1.4939], [-1.2630, 5.5204, -1.4101], [0.0619, 6.8455, -3.6071], [2.2260, 7.4886, -0.0612], [1.9187, 9.1935, -2.7785], [2.2280, 7.9698, -3.8646], [3.2059, 7.9609, -2.3881], [-3.4831, -3.0807, 0.6934], [-4.1523, -3.2889, 2.0306], [-5.2219, -4.2777, 2.0094], [-6.2998, -4.1771, 1.2101], [-7.1672, -5.2271, 1.5640], [-6.5294, -5.9353, 2.6276], [-5.4701, -5.1333, 3.0025], [-6.9724, -7.1023, 3.2783], [-2.6265, -2.4120, 0.7788], [-4.1042, -2.6868, -0.1110], [-2.9415, -3.9521, 0.3252], [-4.5924, -2.3496, 2.3654], [-3.4135, -3.6313, 2.7552], [-6.3569, -3.3762, 0.4877], [-8.1828, -5.3909, 1.2351], [-4.8938, -5.2717, 3.9053], [-6.5562, -8.0198, 2.8624], [-8.0553, -6.9802, 3.2563], [-6.7873, -7.0310, 4.3501], [0.0412, -0.3848, -0.1501], [-0.0284, 1.2098, -0.4576], [-0.8484, -0.6759, -1.3941], [1.3504, -0.6078, -1.0704], [-0.0740, -2.0242, 0.1293], [0.9749, -0.1119, 1.1517], [-1.2168, -0.2524, 0.8118]],
  "forces_ev_per_a": [[-0.80, 0.75, -1.17], [0.77, -2.37, -0.79], [-0.45, 1.96, 3.96], [-1.03, 0.11, 3.06], [1.24, -1.00, -3.94], [0.55, 0.99, -4.53], [0.04, -1.26, 2.47], [-0.82, -0.18, 0.61], [0.39, 0.97, -0.34], [-0.07, 0.09, 0.75], [0.02, 0.61, 0.78], [-0.03, -0.58, -0.42], [-0.01, -0.10, -0.13], [-0.25, -0.19, -0.12], [0.20, 0.12, -0.12], [0.18, -0.01, -0.12], [0.22, 0.01, -0.05], [-0.27, -0.21, 0.13], [0.04, 0.27, 0.52], [1.63, 0.27, 0.48], [-0.12, -1.46, -0.40], [-2.79, 1.70, -0.33], [-0.40, 1.77, 0.65], [1.09, -0.27, 1.58], [3.64, 0.43, 0.84], [-0.08, -3.39, -3.56], [-0.22, 0.01, 2.07], [-0.57, 0.15, -0.45], [-0.49, 0.53, -0.34], [0.16, 0.07, 0.33], [-0.12, 0.01, -0.25], [-0.73, -0.06, 0.35], [-0.18, 0.05, -0.11], [0.11, 0.23, -0.07], [-0.20, -0.09, -0.14], [-0.96, 0.27, -0.69], [0.36, -0.33, 0.23], [0.26, 0.03, -0.29], [-0.49, -0.72, 0.44], [0.04, -0.63, 0.21], [-1.78, -1.41, -3.31], [0.47, 1.48, -1.92], [2.10, -0.63, 3.24], [-1.43, 0.34, 1.00], [1.62, 0.36, -0.57], [-0.73, 0.67, 2.10], [-0.19, 0.12, -0.16], [-0.05, 0.27, 0.45], [0.59, 0.36, -0.16], [0.21, 0.34, 0.47], [-0.15, 0.03, -0.20], [-0.10, 0.04, 0.03], [0.64, 0.13, 0.12], [-0.35, -0.21, -0.47], [0.33, 0.07, -0.89], [-0.06, -0.85, -0.14], [-0.59, -0.05, -0.39], [0.48, 1.63, 0.59], [-1.51, -1.12, -0.74], [1.88, 4.47, 3.54], [-0.53, 0.45, 3.36], [1.28, -1.21, -4.89], [-3.57, -2.60, -4.23], [1.00, -1.06, 1.33], [0.22, 1.20, 0.46], [0.39, 0.21, -0.39], [-0.19, -0.42, 0.55], [0.19, -0.41, -0.37], [0.21, -0.11, 0.12], [-0.05, 0.05, -0.07], [-0.01, -0.13, 0.44], [-0.42, -0.45, -0.16], [0.24, -0.13, 0.25], [-0.10, 0.07, -0.19], [0.27, -0.03, 0.41], [-0.09, -0.47, -0.24], [0.60, 0.30, 0.37], [0.51, -3.69, -0.60], [2.50, -0.73, 2.11], [1.01, 0.43, -0.26], [-0.96, -1.53, 0.59], [-4.29, 0.69, -2.53], [1.46, 2.02, 0.99], [0.73, -0.01, -1.72], [-0.34, 0.19, -0.19], [-0.23, 0.48, -0.51], [0.21, 0.42, 0.43], [-0.14, 1.43, 0.16], [-0.07, 0.51, 0.72], [0.03, 0.21, 0.31], [-0.08, -0.05, 0.09], [-0.08, 0.00, -0.24], [-0.66, 0.31, 0.20], [0.05, -0.76, 0.84], [0.06, 0.01, -0.35], [-0.85, -0.69, -0.44], [0.61, 0.57, 0.41], [1.70, 1.19, 2.08], [1.99, 0.21, 1.32], [-2.14, -1.23, -2.48], [-0.10, 0.13, 1.54], [0.60, -0.08, -0.61], [-1.44, -0.81, -1.00], [-0.36, 0.01, -0.05], [-0.01, -0.19, -0.03], [0.33, 0.75, 0.24], [-0.32, -0.73, -0.61], [-0.02, 0.12, -0.09], [-0.07, 0.06, 0.61], [0.03, 0.38, -0.14], [-0.38, -0.12, -0.11], [-0.94, 0.47, -0.13], [0.65, -0.28, 0.04], [0.67, 0.22, -0.73], [1.09, -0.07, 0.23], [-1.75, 0.69, -1.72], [0.28, -1.06, -4.36], [0.95, -0.86, 1.20], [-0.04, 0.65, -1.40], [-1.78, 2.64, 5.49], [1.25, -1.07, -0.38], [0.06, -2.29, -0.48], [0.00, -0.24, 0.38], [0.04, 0.18, 0.00], [-0.33, 0.23, -0.19], [0.22, 0.30, 1.47], [-0.30, 0.20, 0.43], [0.21, -0.37, -0.37], [0.25, 0.07, 0.59], [-0.07, 0.01, 0.33], [0.13, 0.96, -0.48], [0.41, -0.14, -0.92], [-0.61, 0.14, -0.11], [1.53, 0.67, 0.32], [-2.26, -1.99, 0.68], [0.97, 3.41, -5.39], [0.32, -1.60, -0.96], [-0.60, 0.45, 3.46], [-1.03, -1.72, 2.65], [-0.21, -0.94, -1.67], [1.77, 1.55, -0.59], [-0.37, 0.17, 0.19], [0.02, 0.27, -0.40], [0.12, 0.75, -0.06], [-0.21, 0.53, 0.08], [0.49, -0.05, 0.77], [0.17, -0.04, 0.00], [-0.53, -0.39, 0.16], [-0.04, -0.14, 0.07], [0.12, 0.09, 0.67], [-0.27, -0.91, 0.16], [0.11, 0.60, -0.30], [1.09, -0.13, -0.54], [0.21, 0.33, 0.02], [0.22, 0.91, 1.87], [-2.08, -2.16, -0.37], [1.91, 0.90, 0.35], [1.43, 5.18, -1.23], [-0.57, -2.79, -1.45], [-1.66, -0.51, 1.53], [-0.24, 0.56, 0.36], [-0.22, -0.14, 0.18], [-0.59, -0.50, -0.01], [0.09, 0.09, 0.18], [-0.11, 0.05, 0.03], [-0.24, -0.39, -0.07], [0.21, -0.53, -0.10], [0.22, -0.21, -0.27], [-0.31, 0.15, -0.11], [-0.15, -1.08, -0.30], [0.52, -0.12, -0.05], [0.42, -1.68, 0.52], [0.35, -0.08, -0.04], [-1.49, 0.43, -1.68], [0.32, 0.42, 0.48], [1.21, 0.45, 0.55], [0.36, -0.20, -0.35], [-1.37, 0.64, 0.66]]
}

{
  "formula": "Cl2Li",
  "method": "wB97M-V/def2-TZVPD",
  "e_tot_ha": -928.1265,
  "e_homo_ev": -5.48,
  "charge": -1,
  "gap_ev": 9.1,
  "multiplicity": 1,
  "e_lumo_ev": 3.6,
  "elements": ["Li", "Cl", "Cl"],
  "coordinates": [[0.1071, 0.1062, -0.0433], [-1.4961, 0.0994, -1.6622], [1.3890, -0.2056, 1.7055]],
  "forces_ev_per_a": [[-0.31, -0.12, -0.14], [0.36, 0.05, 0.30], [-0.06, 0.07, -0.16]]
}

{
  "formula": "C6H7N3O2S",
  "method": "wB97M-V/def2-TZVPD",
  "e_tot_ha": -945.6710,
  "e_homo_ev": -8.43,
  "gap_ev": 8.8,
  "multiplicity": 1,
  "e_lumo_ev": 0.4,
  "elements": ["C", "C", "C", "C", "C", "C", "N", "N", "N", "O", "O", "S", "H", "H", "H", "H", "H", "H", "H"],
  "coordinates": [[0.9002, 0.4698, -2.7592], [0.5207, 1.4921, -1.9529], [0.4693, -0.5526, -0.8716], [-0.7426, 2.7958, -0.1084], [-0.4263, 1.5049, 0.2907], [0.2430, -1.6475, 0.1230], [0.9622, -0.7360, -2.0506], [0.0405, 0.7443, -0.7062], [-0.6168, 0.9216, 1.5612], [0.4806, 4.1495, -2.0042], [1.4026, 0.6156, -3.9991], [-0.4199, 3.0189, -1.9505], [-1.2411, 3.5769, 0.3496], [-0.7636, -1.8676, 0.4112], [0.7675, -2.5301, -0.1917], [0.8427, -1.1338, 1.0139], [-0.8335, 1.6400, 2.3246], [-1.1549, -0.0473, 1.5296], [1.3766, -0.3254, -4.3024]],
  "forces_ev_per_a": [[1.02, 0.44, 1.35], [-2.80, -1.51, 2.68], [-1.85, 0.43, -0.12], [1.42, -3.74, -2.13], [-2.44, 3.17, 1.75], [2.83, 2.39, 1.80], [0.39, 0.19, -1.91], [3.02, -0.85, -3.47], [-0.94, -0.76, 0.38], [0.92, 1.62, -0.78], [-0.65, -2.02, 0.12], [-0.14, -0.75, 1.99], [-0.74, 1.19, 1.10], [-0.62, 0.08, 0.00], [0.11, -0.33, -0.13], [-1.40, -1.78, -1.09], [-0.01, -1.93, -1.71], [1.41, 3.20, 0.50], [0.46, 0.98, -0.32]]
}